Entry 1:
ORCA calculation (ωB97M-V with the def2-TZVPD basis set) on a cluster of 6 separate species, C19H44N4O8 in total.

```
75
Properties=species:S:1:pos:R:3
N -0.18 -0.39 -2.77
H -0.29 -0.14 -1.76
H -0.92 0.04 -3.31
H -0.26 -1.42 -2.74
H 0.77 -0.11 -2.99
C 0.03 -0.81 0.71
O -0.32 0.29 -0.08
H -0.07 -1.71 0.07
H 1.03 -0.80 1.15
H -0.71 -0.90 1.52
C 5.17 -0.04 0.84
C 3.79 0.62 0.71
C 3.25 0.85 2.16
O 1.97 1.42 2.15
C 1.46 1.58 3.46
N 3.91 1.95 0.07
H 5.62 -0.10 -0.16
H 5.09 -0.99 1.36
H 5.99 0.50 1.34
H 2.99 0.16 0.13
H 4.00 1.43 2.72
H 3.25 -0.15 2.61
H 1.91 2.43 3.98
H 1.56 0.64 4.00
H 0.41 1.86 3.35
H 4.46 1.86 -0.78
H 4.58 2.51 0.60
C 2.75 -2.47 -2.19
C 1.79 -3.33 -3.04
C 2.32 -4.75 -3.16
O 2.68 -5.32 -1.92
C 3.31 -6.58 -2.04
N 0.44 -3.28 -2.43
H 3.52 -1.99 -2.79
H 3.20 -3.07 -1.40
H 2.28 -1.66 -1.61
H 1.79 -2.85 -4.02
H 3.26 -4.66 -3.73
H 1.63 -5.42 -3.68
H 4.26 -6.64 -2.56
H 2.62 -7.33 -2.46
H 3.26 -6.97 -1.02
H 0.60 -3.47 -1.45
H -0.24 -3.92 -2.81
C -3.85 4.37 1.39
C -2.66 4.24 0.37
C -1.86 5.52 0.16
O -0.87 5.51 -0.84
C -0.48 6.83 -1.18
N -1.73 3.28 0.96
H -4.49 3.49 1.34
H -4.41 5.31 1.33
H -3.45 4.28 2.40
H -3.05 3.83 -0.56
H -1.48 5.89 1.12
H -2.63 6.23 -0.18
H -1.26 7.58 -1.32
H 0.09 6.81 -2.12
H 0.28 7.13 -0.46
H -1.54 3.46 1.94
H -2.15 2.35 0.99
C -4.94 -0.79 2.38
C -5.32 -2.08 2.34
C -4.78 -3.09 1.36
O -4.96 -4.28 1.35
C -4.03 -2.44 0.27
C -3.65 -1.16 0.33
C -3.95 -0.26 1.47
O -3.52 0.88 1.52
O -2.95 -0.61 -0.68
O -6.24 -2.55 3.21
H -5.45 -0.13 3.06
H -3.92 -2.97 -0.67
H -2.31 0.05 -0.31
H -6.41 -3.49 3.05
```

As for the LUMO energy: -1.084 eV. As for the total charge: 0. Its multiplicity is 1. The HOMO-LUMO gap comes out at 5.906 eV. The total energy is -1571.08743 Eh. The calculation puts the HOMO energy at -6.990 eV. As for the energy relative to the best compared isomer or geometry (same formula, charge and spin): 0.0 kJ/mol.

Here are the Löwdin charges for atoms 1 to 6, given in e: atom 1 (N): 0.265, atom 2 (H): 0.052, atom 3 (H): 0.132, atom 4 (H): 0.079, atom 5 (H): 0.126, atom 6 (C): -0.307

---

Entry 2:
ORCA calculation (ωB97M-V with the def2-TZVPD basis set) on a structure of composition C19H45F3N2O4SSbTi.

```
76
Properties=species:S:1:pos:R:3
Ti -1.94 0.75 -0.75
N 6.29 3.53 2.15
C 5.58 3.07 0.90
C 4.16 2.59 1.21
N 3.44 2.11 0.05
H 7.24 3.83 1.96
H 6.33 2.78 2.85
H 5.80 4.32 2.59
H 6.19 2.27 0.48
H 5.58 3.91 0.21
H 3.59 3.42 1.65
H 4.19 1.80 1.96
H 3.93 1.37 -0.43
H 3.23 2.86 -0.60
C -2.29 4.31 0.08
C -0.95 3.60 -0.08
C -0.28 3.93 -1.40
C -0.03 3.87 1.10
O -1.22 2.18 -0.07
H -2.14 5.39 0.09
H -2.77 4.02 1.01
H -2.95 4.08 -0.76
H -0.98 3.89 -2.23
H 0.53 3.23 -1.60
H 0.14 4.94 -1.37
H 0.13 4.94 1.22
H 0.93 3.37 0.95
H -0.47 3.48 2.02
F -4.83 1.69 -0.38
C -5.34 1.26 -1.55
F -6.25 0.33 -1.31
F -5.87 2.27 -2.20
S -3.95 0.52 -2.51
O -2.91 1.58 -2.44
O -4.41 0.10 -3.77
O -3.43 -0.51 -1.55
C 2.29 -1.77 -1.36
C 1.64 -2.06 0.00
C 1.99 -3.47 0.46
C 2.20 -1.09 1.05
Sb -0.52 -1.74 -0.28
C -1.53 -1.85 1.66
C -1.54 -3.24 2.28
C -0.87 -0.85 2.62
C -2.96 -1.37 1.40
C -1.27 -3.32 -1.63
C -2.66 -3.77 -1.20
C -1.31 -2.69 -3.02
C -0.35 -4.54 -1.65
H 3.37 -1.93 -1.29
H 2.12 -0.73 -1.67
H 1.91 -2.42 -2.15
H 3.00 -3.46 0.87
H 1.98 -4.20 -0.34
H 1.33 -3.84 1.26
H 3.29 -1.12 0.98
H 1.95 -1.43 2.05
H 1.89 -0.05 0.93
H -0.53 -3.57 2.53
H -2.00 -3.99 1.63
H -2.12 -3.22 3.21
H 0.10 -1.20 2.99
H -1.52 -0.72 3.49
H -0.72 0.14 2.17
H -3.50 -1.95 0.66
H -3.00 -0.30 1.08
H -3.52 -1.38 2.33
H -3.39 -2.96 -1.23
H -2.67 -4.22 -0.21
H -3.00 -4.53 -1.91
H -1.98 -1.84 -3.08
H -1.67 -3.44 -3.73
H -0.32 -2.38 -3.36
H -0.25 -5.01 -0.67
H 0.64 -4.31 -2.03
H -0.79 -5.28 -2.32
```

As for the LUMO energy (spin up / spin down): -5.517 / -5.517 eV. As for the total charge: +2. Its multiplicity is 2. The HOMO-LUMO gap (spin up / spin down) comes out at 8.469 / 8.395 eV. The expectation value of S² is 0.754. The total energy is -2948.43227 Eh. The calculation puts the HOMO energy (spin up / spin down) at -13.986 / -13.912 eV. As for the energy relative to the best compared isomer or geometry (same formula, charge and spin): 231.8 kJ/mol.

Here are the Löwdin charges for atoms 1 to 6, given in e: atom 1 (Ti): 0.977, atom 2 (N): 0.196, atom 3 (C): -0.129, atom 4 (C): -0.276, atom 5 (N): 0.022, atom 6 (H): 0.179

---

Entry 3:
ORCA calculation (ωB97M-V with the def2-TZVPD basis set) on a structure of composition C19H45I2NOP3Ru.

```
72
Properties=species:S:1:pos:R:3
I -3.60 0.58 -2.68
I 1.65 0.67 -2.97
Ru -0.96 0.58 -2.46
P -1.18 -1.57 -3.11
C -1.64 -2.55 -1.64
C -2.41 -2.15 -4.34
H -2.21 -3.20 -4.58
H 0.07 -3.50 -3.88
H -2.32 -1.55 -5.25
H 0.65 -1.99 -4.65
H -2.66 -2.30 -1.33
H -3.43 -2.04 -3.95
C 0.32 -2.44 -3.71
H -1.58 -3.63 -1.86
H 1.13 -2.37 -2.98
H -0.94 -2.29 -0.84
P -1.10 2.84 -2.87
C -1.39 3.72 -1.29
C 0.34 3.79 -3.53
H -2.44 3.03 -4.89
H -2.21 4.62 -4.12
H -3.40 3.45 -3.45
C -2.42 3.56 -3.93
H 0.66 3.34 -4.49
H 0.06 4.84 -3.71
H -1.55 4.80 -1.47
H -0.52 3.58 -0.64
H 1.18 3.75 -2.83
H -2.27 3.28 -0.80
C -0.94 0.42 -0.38
O -1.77 1.21 0.11
C 1.34 -3.06 0.84
C 0.55 -2.31 1.93
C -0.94 -2.74 1.86
C 1.14 -2.67 3.30
P 0.64 -0.45 1.66
N -0.08 -0.42 0.15
C -0.27 0.53 3.00
C 0.39 0.35 4.39
C -0.28 2.03 2.66
C -1.74 0.09 3.05
C 2.35 0.28 1.36
C 3.22 -0.65 0.50
C 2.14 1.61 0.60
C 3.07 0.51 2.70
H 0.96 -4.09 0.77
H 2.41 -3.13 1.09
H 1.22 -2.59 -0.15
H -1.01 -3.72 1.37
H -1.38 -2.84 2.86
H -1.54 -2.04 1.27
H 2.18 -2.35 3.40
H 0.54 -2.27 4.13
H 1.12 -3.77 3.40
H 1.18 -0.41 4.43
H 0.82 1.30 4.75
H -0.37 0.06 5.13
H -0.78 2.20 1.70
H -0.89 2.54 3.43
H 0.72 2.48 2.67
H -2.21 0.23 2.07
H -1.85 -0.95 3.39
H -2.26 0.75 3.77
H 2.70 -1.01 -0.39
H 4.08 -0.06 0.15
H 3.62 -1.49 1.08
H 1.11 1.99 0.64
H 2.80 2.39 1.01
H 2.36 1.48 -0.47
H 2.59 1.27 3.32
H 3.17 -0.42 3.28
H 4.09 0.86 2.48
```

As for the LUMO energy (spin up / spin down): -7.232 / -9.574 eV. As for the total charge: +2. Its multiplicity is 6. The HOMO-LUMO gap (spin up / spin down) comes out at 6.171 / 5.366 eV. The expectation value of S² is 8.783. The total energy is -2594.68350 Eh. The calculation puts the HOMO energy (spin up / spin down) at -13.403 / -14.940 eV. As for the energy relative to the best compared isomer or geometry (same formula, charge and spin): 22.0 kJ/mol.

Here are the Löwdin charges for atoms 1 to 6, given in e: atom 1 (I): 0.676, atom 2 (I): 0.657, atom 3 (Ru): 0.349, atom 4 (P): 0.581, atom 5 (C): -0.244, atom 6 (C): -0.289

---

Entry 4:
ORCA calculation (ωB97M-V with the def2-TZVPD basis set) on a cluster of 4 separate species, C19H45N3O7P in total.

```
75
Properties=species:S:1:pos:R:3
C 0.52 -2.88 3.15
O -0.71 -3.47 2.81
C -1.02 -3.40 1.42
C -2.43 -2.88 1.26
C -3.01 -3.07 -0.15
C -2.97 -1.82 -1.02
C -3.60 -0.59 -0.34
C -2.47 0.39 0.09
C -2.76 1.17 1.40
C -1.89 0.75 2.60
C -1.01 1.79 3.35
C -0.75 3.17 2.76
C 0.53 3.29 1.90
P 0.45 2.50 0.28
C 1.08 0.82 0.32
C 2.57 0.76 0.75
C 3.38 0.08 -0.37
C 2.66 -0.14 1.99
H 0.50 -1.80 2.99
H 1.34 -3.35 2.59
H 0.70 -3.06 4.20
H -0.90 -4.39 0.98
H -0.32 -2.71 0.94
H -3.05 -3.43 1.96
H -2.44 -1.84 1.59
H -4.02 -3.45 -0.08
H -2.43 -3.85 -0.64
H -3.55 -2.05 -1.92
H -1.97 -1.62 -1.38
H -4.12 -0.92 0.55
H -4.28 -0.08 -1.01
H -1.58 -0.21 0.20
H -2.38 1.09 -0.74
H -2.75 2.23 1.17
H -3.79 0.94 1.64
H -2.55 0.31 3.34
H -1.26 -0.08 2.29
H -1.42 1.95 4.34
H -0.04 1.34 3.54
H -0.54 3.83 3.59
H -1.61 3.62 2.27
H 0.75 4.35 1.79
H 1.34 2.85 2.47
H -0.82 2.64 -0.26
H 1.30 3.22 -0.57
H 0.93 0.39 -0.66
H 0.47 0.25 1.02
H 2.98 1.73 0.99
H 3.39 -0.98 -0.14
H 4.41 0.39 -0.37
H 2.93 0.19 -1.35
H 2.44 0.39 2.92
H 3.64 -0.58 2.08
H 1.95 -0.96 1.88
C -1.68 -3.41 -4.77
N -1.47 -2.02 -4.29
O -0.57 -1.83 -3.50
O -2.21 -1.16 -4.72
H -0.95 -4.05 -4.30
H -2.69 -3.70 -4.50
H -1.56 -3.40 -5.85
C -1.82 1.75 -5.28
N -1.47 2.87 -6.20
O -2.36 3.65 -6.51
O -0.32 2.93 -6.58
H -2.87 1.83 -5.02
H -1.61 0.83 -5.79
H -1.19 1.86 -4.40
C 7.64 2.13 1.10
N 6.82 0.89 0.98
O 5.79 0.82 1.64
O 7.22 0.03 0.23
H 7.16 2.80 1.80
H 8.62 1.83 1.45
H 7.70 2.57 0.11
```

As for the LUMO energy: -2.395 eV. As for the total charge: +1. Its multiplicity is 1. The HOMO-LUMO gap comes out at 9.592 eV. The total energy is -1782.65675 Eh. The calculation puts the HOMO energy at -11.987 eV.

Here are the Löwdin charges for atoms 1 to 6, given in e: atom 1 (C): -0.112, atom 2 (O): -0.176, atom 3 (C): -0.228, atom 4 (C): -0.163, atom 5 (C): -0.182, atom 6 (C): -0.210

---

Entry 5:
ORCA calculation (ωB97M-V with the def2-TZVPD basis set) on a structure of composition C19H45N4PdSi.

```
70
Properties=species:S:1:pos:R:3
Pd 0.12 -0.20 0.60
C 0.82 -3.73 0.99
C 2.00 -2.88 0.53
N 2.03 -1.51 1.08
C 2.37 -1.43 2.51
C 2.15 -0.03 3.03
N 0.73 0.31 2.97
C 0.43 1.72 3.28
C -1.06 1.97 3.42
C -1.90 1.96 2.15
N -1.92 0.68 1.41
C -2.60 -0.42 2.11
C -2.37 -1.74 1.40
N -0.93 -2.02 1.33
C -0.57 -3.25 0.60
H 0.96 -4.72 0.55
H 0.85 -3.90 2.07
H 2.93 -3.41 0.78
H 1.97 -2.78 -0.55
H 2.74 -1.00 0.56
H 1.73 -2.13 3.06
H 3.40 -1.75 2.69
H 2.56 0.06 4.05
H 2.69 0.69 2.41
H 0.22 -0.27 3.63
H 0.94 2.03 4.20
H 0.84 2.34 2.47
H -1.47 1.28 4.17
H -1.19 2.96 3.86
H -2.92 2.26 2.41
H -1.51 2.71 1.46
H -2.39 0.84 0.53
H -2.19 -0.49 3.12
H -3.67 -0.23 2.23
H -2.91 -2.55 1.91
H -2.75 -1.71 0.38
H -0.59 -2.12 2.29
H -1.30 -4.03 0.80
H -0.62 -3.02 -0.47
C 0.72 -1.35 -2.73
Si 0.14 0.17 -1.79
C -1.51 0.68 -2.59
C -2.60 -0.33 -2.21
C -1.41 0.66 -4.13
C -1.99 2.08 -2.16
C 1.51 1.51 -1.93
C 1.17 2.79 -1.16
C 2.81 0.97 -1.32
C 1.80 1.88 -3.40
H 0.87 -1.11 -3.79
H 0.00 -2.16 -2.67
H 1.68 -1.72 -2.35
H -2.31 -1.36 -2.39
H -3.51 -0.14 -2.79
H -2.88 -0.24 -1.16
H -1.21 -0.34 -4.50
H -0.65 1.33 -4.51
H -2.37 0.97 -4.56
H -1.91 2.24 -1.08
H -3.04 2.22 -2.44
H -1.41 2.87 -2.64
H 0.90 2.58 -0.12
H 0.35 3.35 -1.61
H 2.05 3.46 -1.14
H 2.73 0.89 -0.23
H 3.64 1.66 -1.53
H 3.10 -0.01 -1.72
H 0.96 2.38 -3.87
H 2.07 1.01 -4.00
H 2.65 2.57 -3.44
```

As for the LUMO energy (spin up / spin down): -2.202 / -3.471 eV. As for the total charge: +1. Its multiplicity is 3. The HOMO-LUMO gap (spin up / spin down) comes out at 7.289 / 7.761 eV. The expectation value of S² is 2.004. The total energy is -1387.14513 Eh. The calculation puts the HOMO energy (spin up / spin down) at -9.491 / -11.232 eV.

Here are the natural (NBO) charges for atoms 1 to 6, given in e: atom 1 (Pd): 0.774, atom 2 (C): -0.426, atom 3 (C): -0.221, atom 4 (N): -0.650, atom 5 (C): -0.231, atom 6 (C): -0.228

---

Entry 6:
ORCA calculation (ωB97M-V with the def2-TZVPD basis set) on a cluster of 6 separate species, C19H45N5O10S in total.

```
80
Properties=species:S:1:pos:R:3
C -3.45 4.62 5.50
C -2.40 3.56 5.80
O -1.25 4.12 6.41
C -0.04 4.01 5.70
C 0.26 5.29 4.91
O 0.88 5.09 3.64
O 0.11 4.16 2.87
S -1.21 4.95 2.19
O -0.74 6.20 1.65
O -1.20 3.82 1.04
H -4.46 4.20 5.56
H -3.33 5.03 4.50
H -3.37 5.44 6.22
H -2.82 2.83 6.50
H -2.14 3.02 4.88
H 0.74 3.86 6.45
H -0.03 3.14 5.04
H 1.00 5.89 5.44
H -0.65 5.90 4.83
H -2.13 3.65 0.83
C -3.84 -0.74 -0.90
C -4.62 0.53 -0.66
O -5.73 0.53 -0.15
N -4.03 1.69 -1.04
C -2.73 1.87 -1.68
H -4.43 -1.58 -0.54
H -3.62 -0.88 -1.96
H -2.90 -0.69 -0.35
H -4.58 2.51 -0.83
H -2.08 2.49 -1.05
H -2.87 2.38 -2.63
H -2.24 0.93 -1.85
C -0.41 1.62 -4.93
C -1.02 0.25 -4.80
O -1.67 -0.08 -3.82
N -0.80 -0.63 -5.81
C -0.07 -0.41 -7.04
H -0.66 2.20 -4.04
H 0.68 1.55 -5.01
H -0.79 2.14 -5.81
H -1.21 -1.53 -5.66
H -0.71 -0.57 -7.90
H 0.78 -1.09 -7.09
H 0.32 0.61 -7.07
C -0.48 0.56 3.55
C -1.30 -0.11 2.47
O -1.81 0.53 1.57
N -1.45 -1.46 2.55
C -0.92 -2.37 3.55
H -0.45 1.62 3.34
H -0.91 0.39 4.53
H 0.55 0.17 3.55
H -2.01 -1.84 1.81
H -0.29 -3.12 3.07
H -1.73 -2.89 4.06
H -0.33 -1.83 4.28
C 4.43 -1.88 -4.77
C 3.71 -1.01 -5.78
O 2.63 -0.50 -5.54
N 4.32 -0.82 -6.99
C 5.58 -1.35 -7.45
H 3.82 -1.92 -3.88
H 4.58 -2.89 -5.15
H 5.40 -1.45 -4.52
H 3.79 -0.24 -7.61
H 6.27 -0.54 -7.70
H 5.44 -1.97 -8.34
H 6.04 -1.96 -6.68
C 2.34 -6.53 3.89
C 1.59 -5.85 2.77
O 0.50 -5.33 2.95
N 2.17 -5.84 1.54
C 3.45 -6.40 1.14
H 1.75 -6.45 4.79
H 2.51 -7.58 3.66
H 3.31 -6.05 4.06
H 1.62 -5.37 0.84
H 4.11 -5.62 0.76
H 3.31 -7.15 0.37
H 3.93 -6.87 1.99
```

As for the LUMO energy: 0.399 eV. As for the total charge: 0. Its multiplicity is 1. The HOMO-LUMO gap comes out at 9.014 eV. The total energy is -2175.24333 Eh. The calculation puts the HOMO energy at -8.616 eV.

Here are the Löwdin charges for atoms 1 to 6, given in e: atom 1 (C): -0.070, atom 2 (C): -0.255, atom 3 (O): -0.145, atom 4 (C): -0.184, atom 5 (C): -0.161, atom 6 (O): -0.127

---

> Among the records above, which one has the highest multiplicity?

C19H45I2NOP3Ru

---

> multiplicity of number 4 (C19H45N3O7P)?

1